ORCA calculation (ωB97M-V/def2-TZVPD) on C5H8O2 in the gas phase.

The geometry in XYZ format:
```
15
Properties=species:S:1:pos:R:3
O 1.89876 0.84971 -1.42476
C 1.28006 0.54701 -0.43963
C 1.64349 -0.01869 0.93624
C 0.12276 -0.13663 1.22967
C -0.21001 0.55714 -0.11648
C -1.13129 -0.14587 -1.10812
O -2.24514 -0.67390 -0.41137
H 2.18296 -0.96755 0.86146
H 2.21198 0.66207 1.57902
H -0.24283 0.40833 2.10377
H -0.23359 -1.16688 1.29474
H -0.46687 1.61006 0.04991
H -1.44253 0.56393 -1.88841
H -0.57240 -0.95340 -1.60927
H -2.79537 -1.13532 -1.05676
```

Summary:
Energy above the lowest of the compared OMol25 structures with the same formula, charge and spin ... 122.28 kJ/mol
Maximum force ... 0.56 eV Å⁻¹
LUMO level ... 0.80 eV
DFT total energy ... -9408.5649 eV


ORCA calculation (ωB97M-V/def2-TZVPD) on a molecular structure, C23H50F9Mg2O19S3 in a non-equilibrium geometry.

The geometry in XYZ format:
```
106
Properties=species:S:1:pos:R:3
Mg -18.46304 -21.32820 16.17458
Mg -23.13980 -19.37675 15.72602
C -26.62962 -18.45451 18.24290
F -27.57355 -17.58802 18.63001
F -26.37286 -19.21449 19.28070
F -27.02270 -19.23484 17.28215
S -25.07830 -17.41654 17.57090
O -24.64347 -16.61287 18.69753
O -24.15570 -18.39109 17.01842
O -25.63677 -16.59434 16.43467
C -20.99114 -21.51555 12.34995
F -19.90704 -21.51230 11.45434
F -22.04046 -20.93885 11.77185
F -21.39247 -22.77769 12.58045
S -20.67683 -20.53934 13.98607
O -20.03912 -19.31187 13.51070
O -21.94136 -20.25643 14.66248
O -19.76044 -21.25050 14.82724
C -20.70284 -19.22009 19.47748
F -21.86713 -19.11550 20.05660
F -20.28902 -17.95610 19.05019
F -19.79868 -19.76082 20.25177
S -20.85227 -20.42722 18.01379
O -21.18020 -21.80860 18.50804
O -21.90761 -19.82371 17.18951
O -19.57761 -20.36449 17.28141
C -17.70758 -18.32251 16.24436
O -17.72156 -19.58626 15.57900
C -17.01677 -19.41128 14.28790
C -15.48319 -19.80434 14.37514
O -15.14457 -19.63431 15.75637
C -13.77642 -20.08266 15.94940
H -16.78320 -17.74507 16.25762
H -17.99783 -18.28816 17.29444
H -18.55142 -17.76609 15.83638
H -17.09058 -18.41168 13.85960
H -17.44181 -20.01931 13.48931
H -14.84852 -19.07285 13.87493
H -15.18782 -20.76193 13.94633
H -13.53396 -19.82411 16.98016
H -13.05505 -19.50726 15.36918
H -13.56041 -21.12285 15.70558
C -27.34942 -25.15983 24.51674
O -26.40091 -24.29877 23.81219
C -26.37325 -23.03057 24.47579
C -25.81836 -21.84929 23.58887
O -24.50130 -22.03576 23.15792
C -23.96860 -20.85447 22.58620
H -28.38138 -24.81690 24.44215
H -27.18427 -25.12412 25.59357
H -27.26781 -26.19204 24.17620
H -25.69956 -23.15424 25.32370
H -27.33206 -22.69658 24.87231
H -25.88146 -20.89362 24.10929
H -26.41379 -21.88497 22.67657
H -23.57464 -20.13048 23.29945
H -24.69738 -20.42148 21.90100
H -23.04609 -20.96605 22.01643
C -19.00417 -14.84829 20.89919
O -18.06226 -15.82212 20.71035
C -17.40695 -15.71327 19.47583
C -16.37186 -16.84137 19.58913
O -15.54697 -17.02164 18.34332
C -14.23346 -17.62695 18.49642
H -19.61828 -14.52161 20.06000
H -18.53525 -13.99510 21.38939
H -19.75618 -15.25180 21.57724
H -16.90418 -14.76622 19.27984
H -18.16973 -15.89007 18.71754
H -16.87888 -17.80593 19.61461
H -15.87569 -16.82784 20.55956
H -13.81452 -17.20754 19.41112
H -13.58098 -17.40569 17.65177
H -14.35291 -18.69740 18.66362
C -23.50587 -25.46051 15.87330
O -23.46395 -24.04290 15.69751
C -24.73441 -23.48122 15.31323
C -24.57551 -21.95560 15.14033
O -23.97441 -21.15896 16.19717
C -24.30412 -21.45339 17.57586
H -24.20316 -25.78333 16.64639
H -22.52285 -25.91199 16.00722
H -23.83782 -25.84385 14.90844
H -25.47374 -23.69433 16.08529
H -25.19161 -23.88798 14.41122
H -25.62120 -21.66065 15.05295
H -24.06615 -21.72545 14.20455
H -25.36020 -21.46258 17.84550
H -23.84787 -20.74911 18.27150
H -24.12581 -22.49026 17.86082
C -20.10775 -23.92888 16.24888
O -19.12808 -23.06062 16.72438
C -18.50475 -23.58403 17.93993
C -17.12747 -22.94819 18.01153
O -17.24913 -21.57001 17.70279
C -16.25393 -20.70281 18.40189
H -19.65508 -24.69750 15.62245
H -20.78058 -23.28663 15.68062
H -20.73061 -24.47304 16.95884
H -18.50643 -24.64954 18.16971
H -19.06521 -23.19480 18.78991
H -16.44774 -23.44331 17.31804
H -16.60796 -23.12838 18.95267
H -16.20388 -20.71488 19.49068
H -16.50892 -19.67529 18.14250
H -15.29009 -21.03981 18.02040
```

Summary:
Energy above the lowest of the compared OMol25 structures with the same formula, charge and spin ... 131.95 kJ/mol
Maximum force ... 6.64 eV Å⁻¹
Charge ... +1
LUMO level ... -2.65 eV
DFT total energy ... -131409.1609 eV


ORCA calculation (ωB97M-V/def2-TZVPD) on a molecular structure, C28H24F5MoN3O4S6 in a non-equilibrium geometry.

The geometry in XYZ format:
```
71
Properties=species:S:1:pos:R:3
Mo -0.06771 0.23022 -0.18848
F -0.89938 -4.68529 4.35339
C -0.74384 -4.03965 3.22121
C -1.85537 -3.64237 2.49526
F -3.06824 -3.93419 2.92362
C -1.67721 -2.95360 1.31509
F -2.75992 -2.60298 0.62812
C -0.40538 -2.65608 0.82101
S -0.18488 -1.98444 -0.79966
C 0.69376 -3.09968 1.55718
F 1.93209 -2.87321 1.12054
C 0.53355 -3.76963 2.75115
F 1.59165 -4.15032 3.45252
S 1.95072 0.43411 -1.43421
S 1.87363 1.67333 -2.99470
S 0.44959 3.01145 -2.35975
S -1.01084 1.70523 -1.81836
C -5.22419 -3.84541 5.54512
C -5.82671 -2.45469 5.69089
S -4.82405 -1.18152 4.95644
O -5.06072 0.06380 5.64403
O -3.46027 -1.64943 4.80395
C -5.45873 -0.98955 3.29339
C -4.95038 0.35082 2.74386
N -3.99766 0.18707 1.62379
C -2.67114 0.30791 1.72941
N -2.10228 0.18240 0.50731
C -3.13106 -0.02438 -0.39612
C -4.28412 -0.01773 0.28485
N -5.59598 -0.28491 -0.26032
O -5.64961 -0.38958 -1.46163
O -6.51812 -0.38991 0.52527
C -1.96964 0.48034 3.02605
H -5.83567 -4.55442 6.10123
H -4.21285 -3.87488 5.94430
H -5.19551 -4.16924 4.50431
H -5.91188 -2.12699 6.72781
H -6.80842 -2.36506 5.22224
H -6.54609 -1.01289 3.31258
H -5.08397 -1.84120 2.72567
H -4.44151 0.92634 3.51065
H -5.78236 0.94619 2.39219
H -2.99306 -0.19969 -1.44905
H -2.52386 0.00459 3.83041
H -1.83636 1.53701 3.27426
H -0.99326 0.01495 2.97327
C 3.03515 1.23044 6.20815
C 2.19909 2.12386 5.53366
C 1.69005 1.79166 4.30157
C 2.00895 0.54062 3.71844
C 2.82882 -0.36394 4.43571
C 3.35137 -0.01192 5.65760
C 1.51693 0.10689 2.45977
C 0.89359 0.85439 1.47491
C 0.98963 2.30271 1.29233
C 2.26294 2.90637 1.24505
C 2.37098 4.26634 1.06624
C 1.21886 5.04740 0.92672
C -0.03852 4.46598 0.96619
C -0.15629 3.09586 1.14342
H 3.43141 1.49919 7.17939
H 1.94815 3.07373 5.98615
H 1.02352 2.47549 3.79489
H 3.06492 -1.32826 3.99904
H 3.99771 -0.69563 6.19153
H 1.63709 -0.94810 2.27980
H 3.14827 2.29051 1.35239
H 3.34743 4.73243 1.03970
H 1.31054 6.11845 0.79623
H -0.92471 5.07893 0.86594
H -1.13777 2.65036 1.22862
```

Summary:
Energy above the lowest of the compared OMol25 structures with the same formula, charge and spin ... 45.96 kJ/mol
Maximum force ... 1.21 eV Å⁻¹
Charge ... +2
LUMO level (alpha / beta) ... -8.96 / -8.96 eV
DFT total energy ... -122520.6509 eV